# 1
101
Properties=species:S:1:pos:R:3:forces:R:3:mulliken_charge:R:1 method="wB97M-V/def2-TZVPD" charge=+1 homo_ev=-11.49 homo_lumo_gap_ev=7.7 e_tot_ev=-250079.630
C 3.383 -0.045 -3.731 0.1 0.8 1.3 0.22
C 2.942 0.446 -2.696 -0.2 0.0 -0.4 -1.45
C 2.307 0.986 -1.385 0.0 -1.1 -0.2 -0.42
C 0.797 1.559 -1.575 1.6 -0.5 -1.0 2.38
C 0.693 2.888 -2.475 -0.5 -0.1 -0.7 -1.62
Br 0.299 2.354 -4.388 -0.4 0.6 0.9 -0.02
C 1.879 3.914 -2.575 0.2 1.6 0.0 0.01
C 2.759 4.275 -1.313 0.9 0.7 0.3 -1.04
Br 3.187 3.602 -4.086 -0.4 0.2 0.8 -0.10
O 0.161 0.558 -2.398 -0.7 -0.2 2.2 0.45
C -0.350 -0.620 -1.863 -1.9 -1.2 -2.0 -0.43
Cl 0.853 -2.053 -1.954 -0.3 1.1 -0.5 -0.09
C -1.420 -1.110 -2.990 0.2 -0.5 0.1 -1.29
C -0.856 -1.000 -4.478 -1.8 -0.1 -0.1 -0.16
C -1.574 -2.193 -5.321 0.9 1.8 0.5 -0.88
P -0.541 -3.739 -5.488 -2.8 -3.5 -2.3 0.74
O -1.467 -4.812 -6.041 1.5 2.2 0.8 -0.75
O 0.635 -3.497 -6.673 -0.5 0.2 3.4 -0.42
C 1.869 -2.942 -6.133 1.6 1.2 -1.1 0.06
C 2.162 -1.606 -6.984 -1.1 -0.7 0.3 -0.90
O 0.060 -4.329 -4.027 -0.3 0.9 -1.9 -0.16
C 0.133 -5.793 -4.152 1.5 -1.8 0.7 -0.28
C 1.113 -6.426 -3.031 -0.8 0.1 -0.1 -0.89
C -1.043 -0.553 -0.351 1.8 -3.0 -1.0 1.11
Cl 0.221 -1.484 0.657 -1.3 1.8 1.0 0.03
C -2.344 -1.428 -0.280 -1.0 -0.5 -0.4 -0.83
C -3.097 -1.705 1.058 -3.1 -0.6 3.3 0.68
C -2.555 -1.871 2.450 -1.8 -0.2 0.2 -0.53
C -3.380 -2.161 3.690 -1.5 0.3 -2.5 -0.74
C -4.875 -2.298 3.600 2.3 0.7 -2.9 -0.58
C -5.468 -2.169 2.216 2.6 0.2 0.8 -0.75
C -4.622 -1.895 0.972 -0.2 -0.3 2.4 0.57
C -5.466 -1.845 -0.365 1.8 -0.2 -0.2 -1.07
N -1.154 0.886 0.087 0.4 0.4 3.4 0.55
C -1.362 1.020 1.552 -0.6 -0.2 1.2 -0.86
C -1.554 1.212 2.749 -1.0 0.8 -2.1 0.47
P -2.613 1.748 -0.621 -2.7 1.4 -3.3 0.15
N -2.528 1.952 -2.182 0.0 0.4 1.5 -0.55
C 0.148 1.691 -0.113 1.3 -0.3 -0.8 -2.11
P 0.044 3.458 0.610 1.2 1.0 2.6 0.19
S 1.322 3.636 2.097 -0.3 -0.3 -0.7 -0.26
H 3.951 -0.389 -4.628 -1.1 0.5 1.4 0.43
H 2.170 0.071 -0.705 0.2 1.2 -1.0 0.53
H 2.986 1.671 -0.804 -0.7 -0.5 -0.9 0.68
H -0.260 3.455 -2.199 1.4 -0.9 -0.3 0.43
H 1.406 4.906 -2.904 0.5 -1.7 0.3 0.60
H 2.618 3.676 -0.372 -0.1 0.5 -1.0 0.11
H 3.866 4.202 -1.586 -1.6 0.0 0.4 0.38
H 2.608 5.374 -1.025 0.0 -1.5 -0.4 0.20
H -2.399 -0.547 -2.927 1.3 -0.3 -0.1 0.21
H -1.675 -2.210 -2.821 0.6 1.5 0.1 0.43
H -1.303 -0.044 -4.916 1.2 -1.1 0.6 0.28
H 0.271 -1.034 -4.545 -1.3 0.2 0.1 0.02
H -2.614 -2.394 -4.889 1.6 -0.2 -0.5 0.38
H -1.762 -1.765 -6.359 0.5 -1.1 1.1 0.52
H 1.809 -2.738 -5.020 0.0 -0.2 -1.2 0.12
H 2.730 -3.661 -6.320 -1.2 0.6 0.3 0.35
H 2.130 -1.856 -8.099 0.3 0.2 1.6 0.37
H 1.256 -0.935 -6.806 1.4 -0.5 -0.2 0.14
H 3.141 -1.116 -6.702 -1.2 -0.5 -0.4 0.23
H 0.618 -6.032 -5.147 -1.1 0.1 1.1 0.32
H -0.870 -6.290 -4.004 1.0 1.0 -0.7 0.28
H 0.546 -7.232 -2.455 0.7 1.2 -0.7 0.31
H 1.993 -6.956 -3.518 -0.9 1.0 0.7 0.28
H 1.415 -5.616 -2.302 -0.1 -1.0 -0.8 0.12
H -3.136 -1.010 -0.996 1.3 -0.5 0.9 -0.09
H -2.079 -2.450 -0.726 0.0 1.5 0.5 0.49
H -1.455 -1.754 2.635 -1.3 -0.2 -0.3 0.37
H -2.867 -2.263 4.698 -0.6 0.2 -1.6 0.38
H -5.495 -2.485 4.532 0.8 0.2 -1.5 0.34
H -6.598 -2.284 2.141 1.8 0.2 -0.2 0.28
H -4.889 -2.454 -1.140 -0.9 0.7 0.8 0.26
H -5.487 -0.778 -0.766 -0.4 -1.3 0.5 0.19
H -6.490 -2.313 -0.278 1.2 0.8 0.1 0.42
H -2.043 1.634 3.678 1.3 -1.1 -1.3 0.40
H -3.769 0.952 -0.289 1.4 0.0 0.6 0.10
H -2.836 3.023 -0.029 0.5 -0.9 0.8 0.26
H -2.604 2.965 -2.390 0.4 -0.8 -0.1 0.30
H 0.888 1.191 0.607 -1.2 0.8 -0.8 0.77
H -1.221 3.754 1.226 0.2 -0.5 -1.1 0.16
H 0.261 4.499 -0.335 -0.5 -0.8 -0.2 0.18
C 1.126 0.945 5.790 -0.1 0.0 0.1 -1.05
C 1.184 2.410 6.204 0.1 0.0 -0.1 -0.32
C 2.610 2.951 6.305 0.0 0.2 0.0 -0.59
C 3.492 2.277 7.358 0.0 -0.2 0.0 -0.82
C 2.950 2.321 8.788 0.1 0.1 0.0 -0.37
C 2.804 3.737 9.331 -0.1 0.0 0.1 -1.19
H 1.614 0.298 6.522 0.0 0.0 -0.1 0.35
H 0.086 0.616 5.705 0.1 -0.1 0.0 0.28
H 1.609 0.794 4.821 0.0 0.0 0.0 0.22
H 0.654 2.545 7.152 0.1 0.0 0.0 0.31
H 0.639 3.003 5.461 0.0 0.0 0.0 0.29
H 2.564 4.027 6.505 0.0 0.0 0.0 0.32
H 3.099 2.849 5.330 0.0 0.0 0.0 0.30
H 4.479 2.750 7.340 0.0 0.0 0.0 0.41
H 3.658 1.231 7.081 0.0 0.1 0.0 0.31
H 3.634 1.768 9.438 0.0 0.0 0.0 0.37
H 1.986 1.806 8.849 0.0 0.0 0.0 0.23
H 3.767 4.255 9.326 -0.1 0.0 0.0 0.30
H 2.441 3.712 10.362 0.0 0.1 -0.1 0.38
H 2.093 4.325 8.746 0.0 0.0 0.0 0.28



# 2
96
Properties=species:S:1:pos:R:3:forces:R:3:mulliken_charge:R:1 method="wB97M-V/def2-TZVPD" charge=-1 homo_ev="-0.53 / -0.43" homo_lumo_gap_ev="3.1 / 3.0" de_lowest_kj_mol=0.0 e_tot_ev=-106498.794
Sc -0.600 0.700 0.654 -0.3 -1.9 -1.1 -1.58
Cl -0.232 1.059 -1.647 -0.3 0.2 -1.3 -0.49
P -3.057 -0.453 -0.292 2.3 2.5 2.5 0.56
C -3.156 -1.338 -1.889 0.0 0.1 -0.3 0.72
C -3.774 -1.369 1.098 -0.6 0.0 -0.3 0.51
C -3.668 1.234 -0.547 -1.6 0.1 -0.5 0.89
C -1.938 -2.244 -2.100 0.1 -0.2 -0.3 -1.17
H -3.123 -0.533 -2.639 0.0 -0.1 0.1 0.43
C -4.484 -2.087 -2.016 -0.2 -0.1 -0.3 -1.56
H -4.507 -2.973 -1.369 0.0 0.2 -0.1 0.26
H -4.605 -2.431 -3.052 0.0 0.0 0.2 0.47
H -5.353 -1.457 -1.781 0.2 -0.2 0.0 0.32
H -1.032 -1.652 -2.276 -0.2 -0.1 0.2 0.18
H -2.103 -2.877 -2.986 0.0 0.1 0.2 0.47
H -1.759 -2.906 -1.244 0.0 0.2 -0.2 0.22
H -3.116 1.566 -1.436 -0.1 -0.3 0.1 0.80
C -3.346 2.220 0.590 -0.5 0.7 0.5 -1.04
C -5.166 1.171 -0.889 -0.5 0.9 -0.2 -1.75
H -5.338 0.727 -1.879 0.1 0.0 0.3 0.30
H -5.577 2.191 -0.918 -0.2 -0.2 -0.1 0.50
H -5.739 0.600 -0.142 0.2 0.2 -0.1 0.32
H -2.807 1.776 1.453 -0.3 0.1 -0.8 -0.40
H -4.275 2.657 0.999 0.0 0.0 -0.2 0.41
H -2.733 3.061 0.214 -0.2 -0.4 0.1 0.15
C -3.082 -2.729 1.231 0.1 -0.2 0.2 -1.25
H -4.834 -1.522 0.840 0.0 -0.2 0.2 0.65
C -3.701 -0.583 2.409 0.1 0.0 0.5 -1.32
H -3.233 -3.374 0.357 0.0 0.2 0.1 0.28
H -3.502 -3.255 2.101 0.1 0.1 -0.2 0.46
H -2.002 -2.596 1.399 -0.3 0.0 -0.1 0.04
H -2.663 -0.355 2.723 -0.5 -0.1 -0.4 0.15
H -4.141 -1.199 3.208 -0.1 0.0 -0.1 0.57
H -4.271 0.353 2.371 0.2 -0.2 -0.1 0.22
Cl 0.309 -1.354 1.434 0.3 -0.9 0.7 -0.62
H -1.658 -0.614 -0.054 1.8 -2.4 -1.2 0.06
P 3.070 0.635 -0.251 -4.9 0.1 1.3 0.31
C 3.429 2.165 -1.193 0.6 -0.6 0.2 0.58
C 3.964 0.564 1.348 1.0 0.3 -1.1 0.47
C 3.391 -0.770 -1.370 0.6 0.8 0.4 0.48
C 2.410 3.297 -1.043 -0.1 0.0 0.0 -1.23
H 3.357 1.783 -2.227 0.3 0.3 0.1 0.46
C 4.834 2.636 -0.860 0.1 0.5 -0.7 -1.72
H 4.883 3.038 0.159 0.0 -0.1 -0.2 0.25
H 5.060 3.435 -1.568 0.4 0.2 0.1 0.52
H 5.578 1.841 -0.975 0.0 0.2 0.1 0.33
H 1.402 3.002 -1.357 0.4 0.0 0.2 0.18
H 2.736 4.125 -1.689 -0.1 0.0 0.1 0.47
H 2.336 3.682 -0.015 0.1 -0.2 -0.3 0.06
H 2.784 -0.489 -2.249 0.3 0.0 0.2 0.40
C 2.905 -2.139 -0.877 -0.1 -0.1 -0.2 -1.26
C 4.876 -0.715 -1.691 0.1 -0.9 -0.7 -1.60
H 5.121 0.166 -2.293 0.0 -0.1 0.1 0.28
H 5.102 -1.612 -2.273 0.6 0.0 -0.2 0.50
H 5.490 -0.717 -0.778 -0.1 -0.1 -0.2 0.24
H 2.054 -2.085 -0.181 0.4 0.1 -0.3 0.01
H 3.724 -2.696 -0.405 -0.2 0.1 0.0 0.35
H 2.575 -2.707 -1.759 0.1 -0.1 0.2 0.44
C 3.431 1.611 2.336 -0.1 -0.1 0.0 -1.40
H 4.967 0.829 0.981 0.4 -0.1 1.1 0.73
C 3.945 -0.831 1.962 0.1 0.0 0.1 -1.56
H 3.474 2.642 1.956 0.0 -0.3 0.0 0.22
H 4.038 1.568 3.249 -0.1 0.1 0.0 0.61
H 2.386 1.399 2.625 0.4 0.0 -0.3 -0.05
H 2.918 -1.174 2.158 0.3 0.1 -0.1 0.10
H 4.484 -0.768 2.914 -0.1 -0.2 0.0 0.51
H 4.454 -1.570 1.333 -0.1 0.1 0.1 0.32
O 0.024 4.190 0.712 -0.1 0.3 0.7 -0.71
C -0.123 3.639 1.784 -0.3 -1.6 0.8 -1.01
N -0.271 4.210 3.040 0.2 0.9 -1.0 0.01
C -0.351 3.246 4.106 0.5 0.4 0.8 4.08
C -0.514 1.964 3.299 -0.2 -0.6 -1.9 -0.55
O -0.879 0.851 3.668 0.3 0.9 0.7 -0.82
N -0.248 2.248 1.991 0.2 1.8 0.9 1.40
C 0.964 3.183 4.896 -0.1 -0.4 0.4 -0.83
C 1.416 1.966 5.424 0.2 0.0 0.1 0.07
C 2.612 1.917 6.155 -0.3 0.1 -0.1 -0.87
C 3.345 3.087 6.384 -0.3 -0.2 -0.2 -0.48
C 2.877 4.299 5.870 -0.2 -0.3 0.0 -0.88
C 1.696 4.344 5.129 0.1 -0.1 0.1 -0.37
C -1.588 3.444 4.961 -0.1 0.2 0.0 -0.16
C -1.582 3.303 6.347 0.0 -0.1 -0.2 -0.26
C -2.779 3.401 7.052 -0.2 0.1 -0.1 -0.94
C -3.976 3.650 6.379 0.0 0.1 -0.3 -0.48
C -3.980 3.824 4.985 0.5 0.0 0.1 -0.81
C -2.775 3.730 4.282 -0.5 0.1 -0.1 -0.22
H -0.141 5.207 3.127 -0.1 -0.3 0.3 0.31
H 0.827 1.050 5.263 0.4 0.5 0.0 0.47
H 2.949 0.950 6.547 -0.1 0.4 -0.1 0.40
H 4.263 3.043 6.966 -0.2 0.1 -0.1 0.38
H 3.419 5.218 6.050 0.1 0.0 0.0 0.39
H 1.329 5.293 4.735 0.2 -0.2 0.1 0.27
H -0.633 3.112 6.856 -0.4 0.0 -0.1 0.42
H -2.767 3.295 8.133 -0.1 0.0 -0.1 0.40
H -4.913 3.740 6.928 0.3 -0.1 -0.1 0.37
H -4.898 4.047 4.436 0.2 -0.1 0.3 0.40
H -2.755 3.898 3.189 0.0 -0.2 0.7 0.22



# 3
108
Properties=species:S:1:pos:R:3:forces:R:3:mulliken_charge:R:1 method="wB97M-V/def2-TZVPD" homo_ev=-8.02 homo_lumo_gap_ev=7.5 e_tot_ev=-147272.979
C -0.763 0.980 -5.804 0.5 -0.4 0.4 -1.25
C -0.082 0.230 -4.611 -1.1 -0.2 -0.6 -0.29
C -0.686 -1.201 -4.465 0.9 0.9 0.0 -0.18
O -1.389 -1.260 -3.191 0.4 -1.0 -0.3 -0.56
C -0.748 -2.092 -2.318 -0.3 0.5 -0.3 0.05
C 0.576 -1.824 -1.946 0.4 -0.3 0.3 0.01
C 1.224 -2.699 -1.082 -0.2 0.1 -0.4 -1.12
C 0.527 -3.807 -0.629 0.6 -1.0 1.0 0.93
C -0.799 -4.062 -0.978 -0.1 -0.2 0.4 0.70
C -1.455 -3.191 -1.836 0.0 -0.2 0.2 -0.97
C -1.447 -5.294 -0.366 0.2 0.3 0.0 -0.12
O -2.207 -6.014 -0.965 0.0 0.3 0.3 -0.51
C -1.010 -5.561 1.076 -0.3 0.1 -0.7 0.49
C -1.854 -6.002 2.080 0.8 -0.1 -0.3 0.18
O -3.223 -6.210 1.788 -0.4 0.6 0.5 -0.46
C -3.828 -5.048 1.855 0.1 1.5 -0.2 0.47
N -4.180 -3.935 1.891 0.1 -1.9 0.0 -0.44
C -1.375 -6.204 3.359 -0.7 -0.4 0.9 -0.63
C -0.041 -5.979 3.672 0.7 -0.2 -0.6 0.05
N 0.483 -6.186 4.998 0.1 1.0 -0.7 -0.48
C 0.560 -5.140 5.631 -1.4 -0.5 1.2 0.47
S 0.236 -3.960 6.603 0.8 0.0 -0.4 -0.27
C 0.823 -5.533 2.675 0.1 0.0 -0.2 -0.61
C 0.321 -5.328 1.406 0.5 0.2 -0.8 0.83
C 1.220 -4.796 0.292 -0.6 0.5 -0.1 -0.23
O 2.381 -5.099 0.162 -0.1 0.1 0.4 -0.58
H -1.543 1.612 -5.374 0.3 0.1 -0.5 0.23
H -1.240 0.289 -6.518 0.4 0.1 0.2 0.47
H 0.002 1.552 -6.342 -0.5 0.2 0.1 0.27
H -0.343 0.776 -3.693 0.2 -0.1 -0.3 0.27
H 1.016 0.230 -4.686 -0.3 -0.2 -0.2 0.33
H 0.130 -1.950 -4.546 -0.7 0.2 0.3 0.02
H -1.413 -1.435 -5.255 0.1 0.2 0.3 0.45
H 1.130 -0.966 -2.325 -0.5 -0.1 0.0 0.56
H 2.252 -2.528 -0.759 -0.3 -0.1 -0.1 0.43
H -2.491 -3.358 -2.130 0.3 0.1 0.0 0.51
H -2.060 -6.527 4.145 0.2 0.1 -0.2 0.52
H 1.877 -5.306 2.842 -0.3 -0.2 0.2 0.48
C 1.572 4.507 -4.080 -0.2 -0.1 -0.1 -0.95
S -0.196 4.676 -3.800 0.0 0.2 0.0 0.43
O -0.834 3.384 -4.190 0.1 0.2 0.1 -0.54
C -0.483 5.842 -5.140 0.0 -0.1 -0.3 -0.88
H 1.965 3.786 -3.371 0.0 0.0 0.0 0.28
H 1.754 4.154 -5.096 -0.1 0.0 0.0 0.31
H 2.059 5.468 -3.922 0.0 0.0 0.1 0.43
H -0.165 5.402 -6.088 0.1 -0.1 0.1 0.37
H 0.071 6.760 -4.947 0.0 0.0 0.1 0.36
H -1.544 6.065 -5.180 0.0 0.0 0.2 0.14
C 1.902 -8.199 10.249 0.1 0.0 0.1 -0.92
S 1.025 -7.190 9.043 -0.1 -0.1 -0.1 0.52
O 1.880 -6.006 8.749 0.0 0.0 0.1 -0.60
C -0.272 -6.650 10.162 0.0 0.0 0.1 -0.51
H 2.787 -8.612 9.769 0.0 0.0 -0.1 0.32
H 2.200 -7.582 11.098 0.0 0.1 0.0 0.23
H 1.255 -9.012 10.580 0.0 0.0 0.0 0.36
H 0.164 -6.136 11.018 0.0 0.0 0.0 0.00
H -0.847 -7.516 10.496 0.0 0.0 -0.1 0.37
H -0.928 -5.967 9.624 0.1 0.0 -0.1 0.28
C 4.672 3.484 -0.625 -0.1 -0.1 0.1 -0.89
S 5.352 4.192 -2.133 0.1 0.1 0.0 0.41
O 4.231 4.326 -3.102 0.2 -0.1 0.1 -0.52
C 6.300 2.738 -2.610 0.0 -0.1 0.0 -0.94
H 4.006 4.218 -0.174 0.0 0.0 -0.1 0.31
H 4.111 2.579 -0.861 0.0 0.0 -0.1 0.25
H 5.483 3.257 0.067 0.0 0.0 0.0 0.38
H 5.634 1.882 -2.717 -0.1 0.1 0.0 0.29
H 7.058 2.535 -1.853 0.0 0.0 0.0 0.38
H 6.784 2.944 -3.562 0.0 0.1 0.0 0.31
C 3.455 -4.482 -7.151 0.1 0.0 -0.1 -0.97
S 2.076 -4.076 -6.068 0.0 -0.1 0.1 0.50
O 1.392 -2.890 -6.646 0.1 0.1 0.0 -0.58
C 3.082 -3.499 -4.692 0.1 0.1 0.0 -0.54
H 3.051 -4.833 -8.099 -0.1 0.0 0.0 0.34
H 4.065 -3.594 -7.321 -0.1 0.0 0.0 0.31
H 4.053 -5.271 -6.696 0.0 0.0 0.0 0.36
H 3.717 -2.674 -5.019 0.0 0.0 -0.1 0.33
H 3.694 -4.322 -4.319 0.0 0.0 0.0 0.42
H 2.415 -3.157 -3.901 -0.1 -0.1 0.0 -0.13
C -5.129 7.070 -2.259 0.0 0.2 0.1 -0.97
S -4.224 6.301 -3.610 -0.1 -0.2 0.0 0.58
O -2.885 6.958 -3.680 -0.2 0.2 0.1 -0.58
C -5.231 6.997 -4.925 0.0 0.2 0.0 -0.61
H -4.642 6.798 -1.324 0.0 -0.1 -0.1 0.33
H -5.118 8.154 -2.377 0.0 0.0 -0.1 0.22
H -6.155 6.701 -2.255 0.0 0.0 0.0 0.39
H -5.209 8.086 -4.864 0.0 -0.1 0.0 0.05
H -6.254 6.631 -4.831 0.0 -0.1 0.0 0.39
H -4.818 6.675 -5.880 0.1 -0.1 0.1 0.30
C -2.785 11.179 -5.172 0.1 0.0 0.0 -0.92
S -4.550 11.375 -4.895 0.1 0.1 0.1 0.47
O -5.203 10.104 -5.314 0.0 0.2 -0.1 -0.63
C -4.820 12.572 -6.210 0.0 0.0 -0.1 -1.00
H -2.411 10.433 -4.473 -0.1 0.0 0.0 0.30
H -2.606 10.844 -6.194 -0.1 0.0 0.0 0.30
H -2.282 12.131 -4.993 0.0 0.0 0.0 0.38
H -4.509 12.148 -7.166 0.0 -0.1 0.0 0.31
H -4.252 13.478 -5.997 0.0 0.0 0.0 0.38
H -5.881 12.809 -6.244 0.0 -0.1 0.1 0.32
C 1.392 -2.564 13.156 0.0 0.1 0.0 -0.95
S 1.236 -4.334 13.433 0.1 0.0 0.0 0.55
O -0.032 -4.774 12.787 0.0 0.1 0.1 -0.64
C 0.924 -4.220 15.201 -0.1 0.0 0.1 -0.98
H 1.554 -2.399 12.093 0.0 -0.1 0.0 0.31
H 0.477 -2.059 13.469 0.0 -0.1 0.0 0.31
H 2.245 -2.183 13.718 0.0 0.0 0.0 0.36
H 0.040 -3.608 15.382 0.0 0.0 -0.1 0.31
H 1.793 -3.785 15.695 0.0 0.0 0.0 0.37
H 0.756 -5.225 15.584 0.0 0.0 -0.1 0.32